1.
{
  "formula": "C20H42N3O3",
  "method": "the ωB97M-V functional and the def2-TZVPD basis",
  "total_charge": -1,
  "total_energy_ha": -1177.24692,
  "orbital_gap_ev": 6.05,
  "largest_force_ha_per_bohr": 0.054,
  "homo_ev": -4.0,
  "symbols": ["C", "C", "C", "N", "N", "C", "C", "C", "C", "N", "O", "C", "O", "O", "H", "H", "H", "H", "H", "H", "H", "H", "H", "H", "H", "H", "H", "H", "C", "C", "C", "C", "C", "C", "H", "H", "H", "H", "H", "H", "H", "H", "H", "H", "H", "H", "H", "H", "C", "C", "C", "C", "C", "C", "H", "H", "H", "H", "H", "H", "H", "H", "H", "H", "H", "H", "H", "H"],
  "coordinates": [[7.709, 0.730, -4.298], [6.385, 1.175, -4.884], [6.099, 2.663, -4.899], [5.619, 0.260, -5.368], [4.290, 0.296, -4.886], [3.362, 0.073, -6.017], [2.109, -0.690, -5.602], [1.257, 0.053, -4.578], [0.446, 1.218, -5.174], [0.198, 2.382, -4.335], [0.030, 1.194, -6.300], [3.084, 1.372, -6.798], [3.022, 1.297, -8.041], [2.948, 2.426, -6.107], [8.178, 0.089, -5.054], [8.375, 1.586, -4.165], [7.561, 0.148, -3.392], [5.274, 2.914, -5.563], [5.926, 3.062, -3.891], [7.016, 3.145, -5.251], [4.064, 1.215, -4.487], [3.909, -0.575, -6.702], [2.445, -1.635, -5.165], [1.537, -0.931, -6.498], [1.857, 0.335, -3.710], [0.519, -0.668, -4.197], [1.075, 2.549, -3.848], [-0.503, 2.191, -3.626], [-3.318, 1.362, 1.631], [-2.043, 0.649, 2.070], [-0.773, 1.454, 1.802], [-0.495, 1.755, 0.328], [-0.390, 0.527, -0.575], [0.762, -0.396, -0.201], [-3.336, 1.531, 0.553], [-4.196, 0.763, 1.883], [-3.417, 2.327, 2.132], [-1.984, -0.329, 1.584], [-2.106, 0.454, 3.143], [0.080, 0.921, 2.232], [-0.835, 2.404, 2.344], [0.437, 2.326, 0.261], [-1.276, 2.414, -0.062], [-0.241, 0.868, -1.603], [-1.329, -0.033, -0.570], [1.715, 0.135, -0.240], [0.813, -1.231, -0.902], [0.643, -0.814, 0.800], [-3.138, -0.079, 5.766], [-3.377, -1.455, 5.151], [-4.792, -1.984, 5.376], [-5.179, -2.201, 6.840], [-4.268, -3.151, 7.616], [-4.257, -4.572, 7.059], [-3.243, -0.098, 6.852], [-2.129, 0.267, 5.540], [-3.842, 0.654, 5.365], [-2.639, -2.163, 5.538], [-3.201, -1.391, 4.074], [-4.910, -2.921, 4.825], [-5.507, -1.284, 4.930], [-6.204, -2.585, 6.874], [-5.204, -1.237, 7.356], [-4.611, -3.186, 8.653], [-3.247, -2.761, 7.645], [-5.263, -4.996, 7.056], [-3.624, -5.216, 7.671], [-3.869, -4.603, 6.040]],
  "lowdin_charge": [-0.07, -0.41, -0.05, 0.04, -0.01, -0.28, -0.16, -0.13, -0.49, 0.10, 0.10, -0.69, -0.04, -0.08, 0.07, 0.06, 0.07, 0.06, 0.07, 0.07, 0.10, 0.13, 0.11, 0.12, 0.10, 0.11, 0.07, 0.06, -0.11, -0.27, -0.23, -0.23, -0.27, -0.11, 0.07, 0.06, 0.07, 0.10, 0.07, 0.10, 0.11, 0.11, 0.10, 0.08, 0.10, 0.08, 0.07, 0.06, -0.11, -0.27, -0.23, -0.23, -0.27, -0.11, 0.06, 0.06, 0.08, 0.10, 0.09, 0.10, 0.11, 0.11, 0.10, 0.10, 0.10, 0.07, 0.07, 0.07]
}



2.
{
  "formula": "C20H42NP3SSn",
  "method": "the ωB97M-V functional and the def2-TZVPD basis",
  "total_charge": 4,
  "total_energy_ha": -2477.00825,
  "orbital_gap_ev": [5.37, 5.32],
  "largest_force_ha_per_bohr": 0.040,
  "homo_ev": [-19.9, -19.9],
  "symbols": ["Sn", "P", "P", "P", "H", "C", "C", "H", "C", "C", "C", "C", "C", "C", "C", "C", "C", "H", "H", "H", "H", "H", "H", "H", "H", "H", "H", "H", "H", "H", "H", "H", "H", "H", "H", "H", "H", "H", "H", "H", "H", "H", "H", "H", "H", "H", "C", "C", "C", "C", "C", "C", "S", "H", "H", "H", "H", "H", "H", "C", "C", "C", "N", "H", "H", "H", "H", "H"],
  "coordinates": [[-0.111, -0.159, 0.397], [-2.448, 0.938, -0.155], [0.103, 0.783, 2.824], [-1.085, -2.470, 1.165], [2.360, -2.610, -4.409], [1.562, -3.355, -4.335], [0.297, -2.993, -4.638], [0.158, -2.141, -5.343], [-2.419, 2.517, -1.087], [-3.461, 1.369, 1.320], [-3.596, -0.077, -1.149], [1.752, 0.210, 3.343], [0.094, 2.595, 3.050], [-1.079, 0.141, 4.061], [-1.182, -3.620, -0.237], [-2.713, -2.521, 1.989], [0.111, -3.215, 2.338], [1.883, -4.400, -4.191], [-0.574, -3.638, -4.436], [-1.977, 2.344, -2.084], [-1.806, 3.264, -0.559], [-3.452, 2.902, -1.184], [-2.940, 2.113, 1.945], [-3.673, 0.467, 1.916], [-4.417, 1.796, 0.971], [-3.157, -0.274, -2.138], [-4.538, 0.481, -1.285], [-3.822, -1.023, -0.637], [1.957, 0.435, 4.396], [2.528, 0.710, 2.752], [1.838, -0.874, 3.219], [0.114, 2.898, 4.108], [-0.826, 3.033, 2.630], [0.963, 3.063, 2.561], [-0.864, 0.513, 5.075], [-1.051, -0.954, 4.112], [-2.106, 0.452, 3.820], [-1.352, -4.632, 0.146], [-0.249, -3.623, -0.820], [-2.023, -3.349, -0.889], [-2.935, -3.569, 2.241], [-3.496, -2.158, 1.306], [-2.716, -1.926, 2.914], [-0.105, -4.293, 2.405], [0.031, -2.764, 3.342], [1.141, -3.073, 1.968], [1.787, -1.019, -2.498], [2.419, -1.949, -1.650], [3.815, -2.063, -1.620], [4.612, -1.229, -2.408], [3.982, -0.281, -3.225], [2.592, -0.159, -3.262], [-0.003, -1.002, -2.759], [-0.287, 0.107, -3.565], [1.812, -2.641, -1.054], [4.282, -2.812, -0.975], [5.708, -1.338, -2.385], [4.620, 0.408, -3.770], [2.135, 0.606, -3.875], [1.158, 5.733, 0.610], [1.621, 4.766, -0.492], [1.126, 3.418, -0.287], [0.756, 2.320, -0.149], [0.071, 5.858, 0.571], [1.593, 6.730, 0.491], [1.474, 5.371, 1.595], [1.296, 5.125, -1.478], [2.716, 4.738, -0.554]],
  "lowdin_charge": [0.82, 0.70, 0.71, 0.69, 0.10, 0.11, 0.02, 0.12, -0.22, -0.21, -0.22, -0.23, -0.22, -0.21, -0.23, -0.20, -0.22, 0.13, 0.11, 0.06, 0.04, 0.09, 0.05, 0.05, 0.09, 0.05, 0.09, 0.04, 0.09, 0.07, 0.04, 0.09, 0.05, 0.05, 0.10, 0.03, 0.05, 0.09, 0.04, 0.07, 0.09, 0.05, 0.05, 0.09, 0.06, 0.06, -0.63, -0.15, -0.03, -0.01, -0.02, -0.09, 0.83, 0.00, 0.09, 0.13, 0.14, 0.13, 0.11, -0.06, -0.18, -0.15, 0.09, 0.09, 0.10, 0.08, 0.14, 0.14]
}



3.
{
  "formula": "C20H42NPSi2Sn",
  "method": "the ωB97M-V functional and the def2-TZVPD basis",
  "total_charge": 2,
  "total_energy_ha": -1976.06294,
  "orbital_gap_ev": 5.57,
  "largest_force_ha_per_bohr": 0.072,
  "homo_ev": -14.8,
  "symbols": ["C", "C", "C", "C", "C", "C", "C", "C", "N", "Sn", "C", "P", "H", "H", "H", "H", "H", "H", "H", "H", "C", "C", "H", "C", "C", "H", "H", "H", "H", "H", "H", "H", "H", "H", "H", "H", "H", "H", "H", "C", "Si", "C", "C", "C", "Si", "C", "C", "C", "H", "H", "H", "H", "H", "H", "H", "H", "H", "H", "H", "H", "H", "H", "H", "H", "H", "H", "H"],
  "coordinates": [[2.651, 0.376, -3.632], [2.534, 1.415, -2.715], [1.484, 1.445, -1.788], [0.596, 0.360, -1.720], [0.730, -0.701, -2.630], [1.764, -0.690, -3.579], [1.386, 2.711, -0.975], [-0.002, 3.202, -0.517], [-1.167, 2.562, -1.162], [-0.934, 0.325, -0.088], [-0.167, -1.923, -2.613], [-1.762, -1.691, -1.727], [3.255, 2.236, -2.739], [1.832, -1.518, -4.287], [3.440, 0.388, -4.381], [0.341, -2.788, -2.144], [-0.455, -2.235, -3.635], [2.019, 2.620, -0.074], [1.826, 3.527, -1.569], [-0.104, 3.071, 0.569], [-2.411, -3.398, -1.712], [-2.778, -0.956, -3.073], [-0.105, 4.293, -0.701], [-1.067, 2.633, -2.641], [-2.399, 3.262, -0.684], [-4.222, -1.847, 1.669], [-1.824, 3.317, -3.045], [-0.073, 2.999, -2.939], [-1.221, 1.655, -3.099], [-2.793, 3.919, -1.478], [-3.181, 2.540, -0.419], [-2.178, 3.877, 0.203], [-3.072, -1.763, -3.761], [-3.683, -0.512, -2.632], [-2.232, -0.179, -3.630], [-2.428, -3.790, -2.738], [-1.784, -4.038, -1.081], [-3.433, -3.385, -1.305], [-4.255, -1.231, 1.226], [1.069, 0.963, 4.515], [-0.162, 0.241, 3.279], [-0.772, -1.415, 3.943], [-1.655, 1.385, 3.247], [0.642, 0.118, 1.559], [1.809, -1.374, 1.491], [0.930, -3.014, 1.169], [3.071, -1.120, 0.128], [2.843, -1.589, 3.072], [0.563, 1.103, 5.481], [1.424, 1.950, 4.187], [1.947, 0.330, 4.694], [-1.221, -1.269, 4.938], [-1.560, -1.828, 3.300], [0.010, -2.176, 4.054], [-1.382, 2.413, 2.974], [-2.433, 1.039, 2.554], [-2.107, 1.419, 4.249], [1.248, 1.034, 1.398], [0.399, -3.026, 0.206], [1.690, -3.815, 1.135], [0.206, -3.281, 1.951], [3.496, -0.108, 0.156], [3.885, -1.846, 0.276], [2.654, -1.265, -0.877], [3.384, -0.673, 3.345], [2.292, -1.921, 3.961], [3.601, -2.359, 2.861]],
  "lowdin_charge": [-0.03, -0.02, -0.29, -0.26, -0.32, -0.03, -0.13, -0.21, -0.32, 1.33, -0.30, 0.84, 0.13, 0.13, 0.13, 0.10, 0.12, 0.13, 0.13, 0.11, -0.21, -0.22, 0.15, -0.02, -0.05, 0.04, 0.11, 0.11, 0.07, 0.10, 0.09, 0.11, 0.07, 0.06, 0.05, 0.08, 0.06, 0.07, 0.01, -0.16, 0.38, -0.17, -0.20, -0.43, 0.43, -0.15, -0.16, -0.16, 0.05, 0.04, 0.02, 0.06, 0.03, 0.03, 0.04, 0.00, 0.06, 0.02, 0.00, 0.06, 0.03, 0.05, 0.06, 0.02, 0.04, 0.04, 0.06]
}